A structure of composition C32H35F3N2PdSSb, computed with the ωB97M-V functional and the def2-TZVPD basis.

Computed properties:
Net charge: +1
ΔE to the lowest compared entry with this formula, charge and spin, kcal/mol: 0.00
Spin multiplicity: 1
Kohn-Sham gap, hartree: 0.2642
HOMO, eV: -10.1
LUMO, eV: -2.96

Last column: Mulliken charge in e.
Positions of all 75 atoms, in Å:
Pd 0.278 -1.019 1.193  -0.42
C 2.337 -2.065 1.844  1.73
C 1.700 -2.605 0.640  -0.51
C 0.469 -3.263 1.035  1.30
C 0.244 -2.929 2.380  0.23
C 1.443 -2.212 2.886  0.69
C 1.655 -1.776 4.299  -1.71
C -0.881 -3.393 3.244  -2.01
C -0.371 -4.152 0.174  -1.70
C 2.399 -2.780 -0.666  -1.53
C 3.718 -1.504 1.928  -1.96
H 2.598 -2.176 4.676  0.37
H 0.861 -2.131 4.953  0.42
H 1.698 -0.689 4.391  0.28
H -0.586 -4.283 3.806  0.32
H -1.757 -3.651 2.651  0.39
H -1.174 -2.630 3.965  0.41
H -0.088 -5.201 0.296  0.33
H -0.260 -3.909 -0.883  0.34
H -1.430 -4.070 0.422  0.40
H 3.025 -3.676 -0.620  0.34
H 3.049 -1.938 -0.903  0.36
H 1.698 -2.905 -1.489  0.31
H 4.410 -2.255 2.319  0.37
H 3.767 -0.643 2.595  0.46
H 4.094 -1.197 0.953  0.42
F 5.030 4.733 -0.267  -0.33
C 4.052 3.826 -0.383  0.20
C 3.109 3.995 -1.381  -0.70
C 2.099 3.053 -1.496  -0.49
C 2.044 1.962 -0.627  -0.06
C 3.003 1.833 0.371  -0.54
C 4.022 2.765 0.501  -0.60
Sb 0.525 0.523 -0.784  2.54
C 0.847 -0.367 -2.668  0.26
C 0.044 -1.442 -3.048  -0.57
C 0.214 -2.065 -4.274  -0.61
C 1.214 -1.600 -5.108  0.11
F 1.394 -2.200 -6.291  -0.33
C 2.038 -0.546 -4.763  -0.68
C 1.844 0.070 -3.535  -0.64
C -1.112 1.790 -1.215  0.19
C -1.367 2.897 -0.407  -0.56
C -2.466 3.710 -0.642  -0.61
C -3.304 3.397 -1.696  0.31
F -4.376 4.173 -1.919  -0.38
C -3.073 2.322 -2.533  -0.66
C -1.965 1.522 -2.283  -0.52
H 3.175 4.849 -2.040  0.47
H 1.347 3.180 -2.267  0.52
H 2.952 1.007 1.070  0.22
H 4.778 2.688 1.270  0.50
H -0.724 -1.812 -2.375  0.53
H -0.404 -2.896 -4.586  0.48
H 2.809 -0.222 -5.449  0.48
H 2.491 0.897 -3.263  0.42
H -0.707 3.145 0.417  0.48
H -2.670 4.583 -0.035  0.55
H -3.738 2.132 -3.365  0.50
H -1.759 0.690 -2.946  0.37
C -3.431 2.618 2.777  -0.98
N -3.464 1.531 1.824  0.28
C -4.696 1.150 1.132  -0.70
C -4.219 0.037 0.191  -0.35
N -2.937 -0.323 0.794  0.12
C -2.506 0.630 1.631  0.31
S -0.956 0.685 2.328  -0.39
H -3.882 3.502 2.326  0.33
H -2.399 2.837 3.037  0.34
H -3.983 2.359 3.682  0.32
H -5.106 2.007 0.598  0.38
H -5.437 0.798 1.854  0.39
H -4.076 0.407 -0.826  0.07
H -4.901 -0.810 0.174  0.43
H -2.266 -0.969 0.406  -0.04

Atoms 1-2, force components in eV/Å:
0.399 0.409 -0.075
-0.078 -0.116 -0.084

A structure of composition C17H20FeN5O9S3, computed with the ωB97M-V functional and the def2-TZVPD basis.

Computed properties:
Net charge: -1
Spin multiplicity: 1
Kohn-Sham gap (alpha / beta), hartree: 0.2659 / 0.2690
HOMO (alpha / beta), eV: -4.8 / -4.9
LUMO (alpha / beta), eV: 2.45 / 2.45

Last column: natural (NBO) charge in e.
Positions of all 55 atoms, in Å:
Fe -0.124 -0.336 -0.807  1.19
O 0.556 1.723 4.117  -0.70
C 1.776 1.263 3.804  0.35
C 2.779 1.371 4.771  -0.29
C 4.054 0.905 4.519  -0.19
C 4.359 0.315 3.296  -0.28
C 3.369 0.212 2.335  -0.16
C 2.078 0.682 2.559  -0.15
C 1.071 0.542 1.469  0.60
O 1.443 0.051 0.358  -0.75
N -0.151 0.943 1.743  -0.51
N -1.020 0.768 0.662  -0.34
C -2.136 1.366 0.826  -0.06
S -2.416 2.338 2.279  0.27
C -4.164 2.643 1.929  -0.54
C -4.320 2.709 0.425  -0.55
S -3.474 1.282 -0.301  0.39
H -0.027 1.534 3.331  0.51
H 2.521 1.827 5.719  0.21
H 4.816 0.996 5.283  0.20
H 5.355 -0.061 3.099  0.20
H 3.569 -0.247 1.376  0.22
H -4.438 3.582 2.412  0.22
H -4.768 1.837 2.348  0.21
H -3.887 3.629 0.031  0.22
H -5.366 2.652 0.120  0.22
C -3.905 -3.006 0.778  -0.27
O -2.601 -2.510 1.039  -0.50
C -1.641 -2.622 0.101  0.92
O -0.554 -2.113 0.325  -0.68
N -1.918 -3.349 -0.997  -0.47
N -1.040 -3.366 -2.104  -0.66
H -4.470 -2.853 1.693  0.20
H -3.889 -4.073 0.541  0.17
H -4.378 -2.443 -0.031  0.19
H -2.875 -3.498 -1.258  0.39
H -1.145 -2.475 -2.600  0.41
H -0.097 -3.345 -1.726  0.37
O -2.660 1.041 -3.406  -1.01
S -1.621 0.146 -2.953  2.58
O -1.260 -0.855 -3.971  -1.07
O -0.391 0.900 -2.477  -1.07
O -2.004 -0.612 -1.691  -1.09
O 1.213 -1.463 -1.917  -0.62
N 2.054 -0.708 -2.604  0.07
C 1.828 -0.422 -3.895  0.05
C 2.741 0.344 -4.596  -0.24
C 3.871 0.829 -3.965  -0.18
C 4.064 0.535 -2.623  -0.24
C 3.137 -0.235 -1.960  0.04
H 0.886 -0.795 -4.283  0.29
H 2.532 0.568 -5.632  0.23
H 4.586 1.438 -4.503  0.21
H 4.920 0.907 -2.078  0.22
H 3.163 -0.487 -0.911  0.26

Atoms 1-2, force components in eV/Å:
-0.715 0.001 0.272
0.002 -0.010 -0.004

The ion C6H13N6 with charge +1 in a non-equilibrium geometry, computed with the ωB97M-V functional and the def2-TZVPD basis.

Computed properties:
Net charge: +1
ΔE to the lowest compared entry with this formula, charge and spin, kcal/mol: 40.89
Spin multiplicity: 1
Kohn-Sham gap, hartree: 0.3505
HOMO, eV: -13.1
LUMO, eV: -3.51

Last column: natural (NBO) charge in e.
Positions of all 25 atoms, in Å:
C 1.687 0.877 -0.359  0.45
C -2.365 0.332 -0.027  0.67
C -0.098 0.024 0.893  0.07
C 1.134 -0.499 0.129  -0.11
C 0.676 -1.272 -1.126  -0.61
C 2.165 -0.963 1.152  -0.61
N -1.129 0.752 0.141  -0.37
N 2.729 1.163 -1.006  -0.64
N 0.912 1.929 0.274  -0.46
N -3.399 0.946 -0.582  -0.73
N -2.640 -0.978 0.295  -0.78
N -0.132 1.523 0.989  0.02
H -0.286 -0.322 1.909  0.23
H 1.572 -1.413 -1.719  0.25
H -0.251 -0.952 -1.719  0.24
H 0.522 -2.244 -0.722  0.22
H 2.507 -0.305 1.933  0.25
H 2.975 -1.168 0.487  0.25
H 1.711 -1.803 1.555  0.21
H 2.988 2.145 -1.097  0.37
H 0.905 2.937 0.140  0.42
H -4.005 0.394 -1.133  0.42
H -1.951 -1.486 0.887  0.41
H -3.086 -1.516 -0.410  0.41
H -3.139 1.899 -0.885  0.42

Atoms 1-2, force components in eV/Å:
0.490 2.743 0.224
-0.611 -2.863 0.721

The molecule C3H4FNS in a non-equilibrium geometry, computed with the ωB97M-V functional and the def2-TZVPD basis.

Computed properties:
ΔE to the lowest compared entry with this formula, charge and spin, kcal/mol: 7.58
Spin multiplicity: 1
Kohn-Sham gap, hartree: 0.3129
HOMO, eV: -8.5
LUMO, eV: -0.04

Last column: natural (NBO) charge in e.
Positions of all 10 atoms, in Å:
C 0.471 0.608 -0.219  0.05
C -0.287 -0.599 -0.045  0.29
C -1.314 -0.894 -0.772  -0.39
H 1.674 1.728 1.173  0.42
H 1.156 0.226 1.747  0.41
H -1.780 -1.871 -0.567  0.21
H -1.702 -0.247 -1.545  0.25
N 1.160 0.855 0.887  -0.75
F 0.140 -1.404 0.907  -0.32
S 0.482 1.598 -1.565  -0.17

Atoms 1-2, force components in eV/Å:
0.977 1.946 -0.141
-0.103 0.318 -1.233

no.,M (u)
1,764.89
2,590.42
3,169.21
4,105.14